Version w
A cluster of 2 separate species, NO4S2 in total. Source: OMol25; level of theory: ωB97M-V with the def2-TZVPD basis set.

## Properties
* gap between HOMO and LUMO (alpha / beta): 6.997 / 5.495 eV
* LUMO level (alpha / beta): 2.1 / 1.2 eV
* E_HOMO (alpha / beta): -0.180 / -0.158 Ha

```
! RIJCOSX wB97M-V def2-TZVPD def2/J DEFGRID3
* xyz -1 1
N 1.34177 -0.53697 -0.04962
O -1.63653 0.82985 1.43278
O 1.67379 -1.31498 0.83859
O 2.13489 0.04268 -0.77422
O -1.73818 1.29893 -1.06591
S -2.53568 -1.23334 -0.17424
S -1.45442 0.38376 0.07691
*
```

---

Version x
A cluster of 2 separate species, NO4S2 in total. Source: OMol25; level of theory: ωB97M-V with the def2-TZVPD basis set.

## Properties
* gap between HOMO and LUMO (alpha / beta): 7.553 / 7.552 eV
* LUMO level (alpha / beta): 2.5 / 2.5 eV
* E_HOMO (alpha / beta): -0.187 / -0.187 Ha

```
! RIJCOSX wB97M-V def2-TZVPD def2/J DEFGRID3
* xyz -1 1
N -1.64071 -0.26664 -0.07791
O -2.32275 -1.13770 0.40540
O 1.94978 1.58585 0.68856
O -2.15162 0.66833 -0.67396
O -0.39675 -0.36921 0.06571
S 2.85937 -1.03565 -0.11161
S 1.70268 0.55504 -0.29619
*
```

---

Least stable = version w

---

Version w
A cluster of 2 separate species, C6H9N2O2 in total. Source: OMol25; level of theory: ωB97M-V with the def2-TZVPD basis set.

## Properties
* gap between HOMO and LUMO: 7.501 eV
* LUMO level: 3.6 eV
* E_HOMO: -0.142 Ha

```
! RIJCOSX wB97M-V def2-TZVPD def2/J DEFGRID3
* xyz -1 1
C -1.00063 -1.49661 1.90456
C 0.37350 -1.09218 1.75164
C 2.04628 0.34705 2.08388
C 1.15411 -1.27921 0.65364
N 0.97785 -0.14379 2.65197
N 2.22376 -0.28116 0.87463
H 2.88628 0.83679 2.43951
H -1.74821 -1.07967 1.26431
H -1.45340 -1.18096 2.95007
H 2.74480 0.31681 0.23241
H 1.30918 -1.90932 -0.16509
H -1.20566 -2.52045 1.72751
C -1.81509 1.31082 -2.81296
C -0.34533 1.48799 -2.43117
O 0.50019 1.29388 -3.34403
O -0.12889 1.90047 -1.26846
H -2.04872 0.41146 -2.16578
H -2.00399 0.96299 -3.76118
H -2.46603 2.11510 -2.58545
*
```

---

Version x
A cluster of 2 separate species, C6H9N2O2 in total. Source: OMol25; level of theory: ωB97M-V with the def2-TZVPD basis set.

## Properties
* gap between HOMO and LUMO: 8.429 eV
* LUMO level: 3.6 eV
* E_HOMO: -0.176 Ha

```
! RIJCOSX wB97M-V def2-TZVPD def2/J DEFGRID3
* xyz -1 1
C 2.46730 -1.92170 -0.89822
C 1.45540 1.48982 -0.42936
C 0.72917 -0.44676 0.20309
C 1.81059 -0.60866 -0.62696
N 0.52198 0.88973 0.32426
N 2.25797 0.61995 -1.01973
H -0.24626 1.25170 0.90980
H 1.62412 2.54112 -0.58892
H 0.19561 -1.18263 0.76877
H 2.86468 -2.32929 0.03619
H 3.30932 -1.94558 -1.58924
H 1.75408 -2.66589 -1.25906
C -2.73091 0.44880 -0.05094
C -2.64692 0.86223 1.43472
O -1.53131 1.32917 1.83231
O -3.65026 0.65961 2.12821
H -2.07341 1.03914 -0.69277
H -3.74795 0.54546 -0.41500
H -2.36321 -0.57622 -0.06713
*
```

---

Least stable = version w

---

Version w
A cluster of 2 separate species, C4H11NO3 in total. Source: OMol25; level of theory: ωB97M-V with the def2-TZVPD basis set.

## Properties
* SMILES string: C/C(O)=C(/N)O.CO
* gap between HOMO and LUMO: 7.257 eV
* LUMO level: 0.7 eV
* E_HOMO: -0.242 Ha

```
! RIJCOSX wB97M-V def2-TZVPD def2/J DEFGRID3
* xyz 0 1
C -0.19754 -0.56987 2.10849
C 0.35749 0.03976 0.85536
O 1.26829 1.04511 1.05135
C 0.51429 -0.70243 -0.34263
N 1.56422 -0.33288 -1.21201
O 0.16872 -2.05352 -0.29789
H 0.44843 -1.39060 2.42268
H -0.26301 0.15958 2.91486
H -1.18696 -0.97751 1.91754
H 1.43277 1.40105 0.15541
H 2.51029 -0.62927 -0.98036
H 1.52173 -0.59543 -2.19587
H -0.25447 -2.29534 -1.13259
C -1.30556 0.89158 -1.34837
O -1.16809 1.15400 0.36957
H -2.12792 1.60345 -1.42698
H -1.65713 -0.10529 -1.59763
H -0.45971 1.27006 -1.91434
H -1.16585 2.08755 0.65341
*
```

---

Version x
A cluster of 2 separate species, C4H11NO3 in total. Source: OMol25; level of theory: ωB97M-V with the def2-TZVPD basis set.

## Properties
* SMILES string: C[C@H](O)CO.NC=O
* gap between HOMO and LUMO: 10.019 eV
* LUMO level: 0.7 eV
* E_HOMO: -0.341 Ha

```
! RIJCOSX wB97M-V def2-TZVPD def2/J DEFGRID3
* xyz 0 1
C -0.56090 -0.35999 -2.25089
C -0.43128 -0.35486 -0.72939
O -0.95469 -1.53927 -0.15199
C -1.15487 0.96307 -0.15149
O -0.40242 2.11423 -0.26439
H -0.03157 -1.20454 -2.68248
H -1.60874 -0.42345 -2.54111
H -0.15506 0.56492 -2.64770
H 0.63354 -0.35350 -0.48478
H -1.87888 -1.61274 -0.41039
H -1.42822 0.73989 0.89226
H -2.06890 1.13442 -0.72833
H 0.48435 1.97891 0.21877
N 1.78694 -0.93698 1.95426
C 1.45132 0.35905 2.04639
O 1.70531 1.20056 1.19851
H 2.14484 -1.29456 1.07961
H 1.48008 -1.60185 2.64478
H 0.98913 0.62671 3.00837
*
```

---

Version y
A structure of composition C4H11NO3. Source: OMol25; level of theory: ωB97M-V with the def2-TZVPD basis set.

## Properties
* gap between HOMO and LUMO: 8.938 eV
* LUMO level: 0.8 eV
* E_HOMO: -0.299 Ha

```
! RIJCOSX wB97M-V def2-TZVPD def2/J DEFGRID3
* xyz 0 1
C 0.81073 0.62629 -1.42292
O 0.17857 0.58702 -2.70089
O 1.90109 -0.24103 -1.35173
H 0.51011 -0.15459 -3.22842
H 1.70497 -0.87862 -0.63551
H 1.17572 1.64361 -1.24776
H -0.35957 0.26912 -0.85753
C -1.63957 -1.53142 0.05799
C -0.02585 1.45058 1.61956
C -0.00834 0.07779 1.03458
O -1.21180 -0.15783 0.21866
N 0.76421 -0.89862 1.30824
H 1.52945 -0.59567 1.91257
H -0.79992 -2.17001 -0.21563
H -2.35627 -1.53040 -0.76354
H -2.11041 -1.88333 0.97443
H 0.96073 1.89986 1.48783
H -0.26563 1.39791 2.68497
H -0.75822 2.08933 1.12510
*
```

---

Version z
A cluster of 2 separate species, C4H11NO3 in total. Source: OMol25; level of theory: ωB97M-V with the def2-TZVPD basis set.

## Properties
* SMILES string: N[C@@H](CO)CC=O.O
* gap between HOMO and LUMO: 9.116 eV
* LUMO level: 0.3 eV
* E_HOMO: -0.325 Ha

```
! RIJCOSX wB97M-V def2-TZVPD def2/J DEFGRID3
* xyz 0 1
N -0.16538 -0.64831 -1.29583
C -0.80179 -0.35121 -0.02437
C 0.26894 -0.48714 1.11630
O 0.87292 -1.75891 0.97343
C -1.31865 1.09203 -0.05213
C -2.79927 1.15579 -0.37311
O -3.23218 1.25118 -1.48797
H 0.48141 -1.41356 -1.15837
H 0.30106 0.12717 -1.73099
H -1.53169 -1.12344 0.21849
H -0.16742 -0.42403 2.11715
H 0.95426 0.34165 0.92278
H 1.82174 -1.59770 0.91365
H -1.00498 1.57959 0.87277
H -0.85633 1.64777 -0.87236
H -3.46607 0.84110 0.46300
O 3.20975 -0.15482 -0.19834
H 3.60513 0.45887 0.39966
H 3.82855 -0.53603 -0.80376
*
```

---

Least stable = version w

---

Version w
A cluster of 2 separate species, C4H11NO3 in total. Source: OMol25; level of theory: ωB97M-V with the def2-TZVPD basis set.

## Properties
* SMILES string: CN[C@@H](C=O)CO.O
* gap between HOMO and LUMO: 9.428 eV
* LUMO level: 0.2 eV
* E_HOMO: -0.340 Ha

```
! RIJCOSX wB97M-V def2-TZVPD def2/J DEFGRID3
* xyz 0 1
C -0.35948 1.58372 -1.75726
N 0.23613 0.22857 -1.45588
C -0.16226 -0.40764 -0.25032
C 0.07297 0.57355 0.93456
O 1.16575 0.88146 1.30770
C -1.62652 -1.00378 -0.35196
O -1.81995 -1.85041 0.71426
H -1.37045 1.39254 -2.24778
H -0.47890 2.16474 -0.85954
H 0.35575 1.96152 -2.46728
H 1.24538 0.42418 -1.41613
H 0.62196 -1.27823 -0.11820
H -0.75803 0.75883 1.51554
H -1.85527 -1.70919 -1.19015
H -2.49371 -0.30702 -0.43183
H -1.70624 -1.35368 1.58417
O 3.37187 -0.87419 2.16763
H 2.61949 -0.87129 2.80183
H 2.94154 -0.31368 1.52063
*
```

---

Version x
A cluster of 2 separate species, C4H11NO3 in total. Source: OMol25; level of theory: ωB97M-V with the def2-TZVPD basis set.

## Properties
* SMILES string: O=CCCNCO.O
* gap between HOMO and LUMO: 9.317 eV
* LUMO level: 0.7 eV
* E_HOMO: -0.317 Ha

```
! RIJCOSX wB97M-V def2-TZVPD def2/J DEFGRID3
* xyz 0 1
O -1.38098 -2.17357 -1.53495
C -0.96388 -2.74255 -0.56000
C -0.18591 -1.96809 0.50919
C 0.13703 -0.55796 0.00017
N 1.00393 0.08634 0.98552
C 1.19941 1.51120 0.76534
O 2.11446 1.50455 -0.37552
H -1.08146 -3.83557 -0.55470
H 0.75020 -2.43119 0.80815
H -0.78942 -2.07534 1.42929
H -0.77756 0.01298 -0.11748
H 0.69911 -0.60253 -0.93431
H 1.89852 -0.31743 1.19299
H 1.67410 1.94344 1.65099
H 0.22030 1.90113 0.51469
H 2.61706 2.31361 -0.46330
O -1.75632 3.09614 0.11558
H -2.48834 3.09014 0.75132
H -2.27746 3.04476 -0.70359
*
```

---

Least stable = version w

---

Version w
A cluster of 2 separate species, C4H11NO3 in total. Source: OMol25; level of theory: ωB97M-V with the def2-TZVPD basis set.

## Properties
* SMILES string: CC[C@@H](N)C(=O)O.O
* gap between HOMO and LUMO: 10.095 eV
* LUMO level: 0.5 eV
* E_HOMO: -0.354 Ha

```
! RIJCOSX wB97M-V def2-TZVPD def2/J DEFGRID3
* xyz 0 1
C -2.12334 -1.30176 0.85740
C -0.85322 -0.40935 0.86212
C -0.69411 0.47745 -0.36653
N -1.38295 1.76674 -0.26314
C 0.80511 0.84855 -0.53209
O 1.31930 1.69518 0.12778
O 1.36332 0.15014 -1.55228
H -1.92512 -2.19213 0.25738
H -2.89120 -0.65002 0.41784
H -2.37537 -1.50328 1.88662
H 0.05991 -1.01571 0.96043
H -0.85615 0.19798 1.77382
H -1.00091 -0.05688 -1.26888
H -2.35417 1.54375 -0.03875
H -1.08009 2.31765 0.53953
H 2.17064 0.47708 -1.99475
O 1.52633 -2.42186 0.69535
H 2.21706 -2.07381 0.11449
H 0.78865 -2.20760 0.11529
*
```

---

Version x
A cluster of 2 separate species, C4H11NO3 in total. Source: OMol25; level of theory: ωB97M-V with the def2-TZVPD basis set.

## Properties
* SMILES string: N[C@@H](CO)CC=O.O
* gap between HOMO and LUMO: 10.479 eV
* LUMO level: 0.7 eV
* E_HOMO: -0.358 Ha

```
! RIJCOSX wB97M-V def2-TZVPD def2/J DEFGRID3
* xyz 0 1
N 0.74925 -0.69471 -1.48933
C 0.43209 -0.09407 -0.18381
C 1.02970 -1.09436 0.84885
O 0.25358 -2.29831 0.75684
C 1.06355 1.25568 0.06375
C 0.02217 2.36964 0.16601
O -0.61832 2.56176 1.16999
H 0.54573 -0.13982 -2.30369
H 1.64333 -1.16392 -1.48570
H -0.64300 -0.13555 -0.12085
H 0.83187 -0.74857 1.87270
H 2.08101 -1.38851 0.68728
H 0.35730 -2.63107 -0.13953
H 1.77276 1.26519 0.88905
H 1.75849 1.52945 -0.73862
H -0.22765 3.03722 -0.67362
O -2.62234 -1.11550 -0.87697
H -2.87861 -1.82884 -0.29038
H -1.67098 -0.99830 -0.73358
*
```

---

Version y
A cluster of 2 separate species, C4H11NO3 in total. Source: OMol25; level of theory: ωB97M-V with the def2-TZVPD basis set.

## Properties
* SMILES string: C[C@@H](O)CC(N)=O.O
* gap between HOMO and LUMO: 10.631 eV
* LUMO level: 0.6 eV
* E_HOMO: -0.368 Ha

```
! RIJCOSX wB97M-V def2-TZVPD def2/J DEFGRID3
* xyz 0 1
C -0.99327 0.73317 -1.09991
C -1.26104 0.00477 0.36242
O -2.59370 -0.24942 0.39049
C -0.40295 -1.19698 0.46559
C 0.92029 -0.55495 0.84954
N 1.06143 -0.32887 2.19500
O 1.83838 -0.29885 0.10637
H -0.29597 0.30117 -2.00375
H -1.95339 0.97807 -1.56852
H -0.41130 1.73865 -0.98745
H -1.14643 0.76421 1.16608
H -3.19696 -0.82111 0.00257
H -0.68239 -1.96159 1.13093
H -0.28077 -1.55263 -0.58367
H 0.38192 -0.69473 2.91583
H 1.73067 0.47908 2.57494
O 2.08134 0.88088 -2.24173
H 3.03711 1.18992 -2.37810
H 2.16702 0.58923 -1.29662
*
```

---

Version z
A cluster of 3 separate species, C4H11NO3 in total. Source: OMol25; level of theory: ωB97M-V with the def2-TZVPD basis set.

## Properties
* gap between HOMO and LUMO (alpha / beta): 8.418 / 7.589 eV
* LUMO level (alpha / beta): -0.9 / -1.1 eV
* E_HOMO (alpha / beta): -0.344 / -0.321 Ha

```
! RIJCOSX wB97M-V def2-TZVPD def2/J DEFGRID3
* xyz 0 1
C 0.28372 0.93301 -0.83838
C 0.10769 -2.31605 0.83129
C 0.49397 2.41711 -0.55244
C -1.22947 -0.73527 1.53217
N 0.89229 -1.79642 -0.09983
O 0.58311 0.14634 0.23202
O 1.10771 0.58379 -1.93009
O -1.09393 0.67432 -1.18436
H 1.07645 -0.38498 -1.97038
H -1.27838 1.13748 -2.00971
H 1.81770 -1.58737 0.26855
H -0.71871 -2.92421 0.47263
H 0.49306 -2.51832 1.83152
H -0.17466 2.72608 0.24963
H 1.52642 2.57669 -0.24774
H 0.28838 3.01148 -1.44428
H -0.82142 0.11947 2.04817
H -1.55973 -1.53902 2.17453
H -1.79422 -0.52415 0.63670
*
```

---

Least stable = version z

---

Version w
A structure of composition C4H11NO3. Source: OMol25; level of theory: ωB97M-V with the def2-TZVPD basis set.

## Properties
* gap between HOMO and LUMO: 10.006 eV
* LUMO level: 0.7 eV
* E_HOMO: -0.342 Ha

```
! RIJCOSX wB97M-V def2-TZVPD def2/J DEFGRID3
* xyz 0 1
C -1.06457 0.00384 0.14113
C 0.46621 -0.00058 0.00120
C 1.12807 -1.14485 -0.70161
C 1.13212 1.33739 -0.14726
N -1.35120 0.49078 -1.21394
O -1.48797 -1.36268 0.24742
O -1.44590 0.73428 1.18924
O 0.70013 -0.19352 1.87274
H -2.36438 -1.31061 0.64934
H -0.37625 0.38189 1.97542
H 0.47368 -1.11704 2.04145
H -1.53405 1.48598 -1.21326
H -2.10595 -0.02058 -1.65504
H 1.01743 -1.00271 -1.77659
H 2.18979 -1.14801 -0.45658
H 0.69098 -2.09798 -0.41873
H 1.30252 1.55585 -1.20043
H 0.52893 2.11481 0.31669
H 2.10041 1.29375 0.34881
*
```

---

Version x
An isolated molecule of C4H11NO3. Source: OMol25; level of theory: ωB97M-V with the def2-TZVPD basis set.

## Properties
* SMILES string: CO[C@@H](O)[C@](C)(N)O
* gap between HOMO and LUMO: 10.529 eV
* LUMO level: 0.7 eV
* E_HOMO: -0.362 Ha

```
! RIJCOSX wB97M-V def2-TZVPD def2/J DEFGRID3
* xyz 0 1
C 1.49802 1.84538 -0.66867
O 0.24827 1.28431 -1.03203
C -0.58560 0.84374 0.08737
O -1.94320 1.00817 -0.29763
C -0.26152 -0.65851 0.41468
C 0.17773 -1.41124 -0.91954
N -1.41262 -1.36717 0.94878
O 0.79367 -0.81022 1.34302
H 1.34222 2.71679 -0.02478
H 2.13117 1.11135 -0.16285
H 2.00772 2.16245 -1.58318
H -0.41611 1.49012 0.95436
H -2.27437 0.10518 -0.46161
H 0.40956 -2.45034 -0.65884
H -0.64022 -1.40421 -1.64564
H 1.10574 -1.03101 -1.35693
H -1.72293 -0.93577 1.81596
H -1.11350 -2.31498 1.17827
H 0.65598 -0.18402 2.06925
*
```

---

Least stable = version w